1:
{
  "formula": "C3H5NS",
  "method": "ωB97M-V/def2-TZVPD",
  "elements": ["C", "C", "N", "C", "S", "H", "H", "H", "H", "H"],
  "positions_angstrom": [[0.532, 0.738, 0.449], [0.062, -0.500, -0.111], [-0.523, -0.606, -1.220], [-0.723, -1.826, -1.967], [0.250, -3.056, -2.299], [0.498, 1.758, -0.122], [0.165, 0.782, 1.411], [1.644, 0.650, 0.799], [-0.034, -1.362, 0.530], [-1.691, -1.722, -2.603]],
  "charge": 0,
  "multiplicity": 1,
  "gap_ev": 8.5,
  "smiles": "C/C=N/C=S",
  "molar_mass_g_mol": 87.1
}

***

2:
{
  "formula": "C3H5NS",
  "method": "ωB97M-V/def2-TZVPD",
  "elements": ["C", "C", "C", "H", "H", "H", "H", "H", "N", "S"],
  "positions_angstrom": [[-0.411, -1.813, -0.085], [0.268, -0.532, -0.413], [1.292, 0.175, 0.610], [-0.354, -2.473, -1.363], [-1.565, -1.606, 0.473], [0.255, -2.536, 0.820], [0.523, -0.598, -1.532], [-1.134, 1.257, 0.657], [1.391, 0.870, 1.669], [-0.897, 0.805, -0.713]],
  "charge": 0,
  "multiplicity": 1,
  "gap_ev": 9.7,
  "molar_mass_g_mol": 87.1
}

***

Computed stability ranking, most favorable first: 1, 2

***

1:
{
  "formula": "C3H5NS",
  "method": "ωB97M-V/def2-TZVPD",
  "elements": ["S", "C", "N", "C", "C", "H", "H", "H", "H", "H"],
  "positions_angstrom": [[-2.981, -0.020, -0.270], [-1.437, -0.067, 0.169], [-0.294, -0.116, -0.671], [0.885, -0.754, -0.119], [0.835, 0.742, -0.196], [-1.143, 0.201, 1.181], [0.733, -1.221, 0.941], [1.281, -1.454, -0.841], [0.680, 1.335, 0.709], [1.441, 1.354, -0.904]],
  "charge": 0,
  "multiplicity": 1,
  "gap_ev": 8.8,
  "smiles": "S=CN1CC1",
  "molar_mass_g_mol": 87.1
}

***

2:
{
  "formula": "C3H5NS",
  "method": "ωB97M-V/def2-TZVPD",
  "elements": ["C", "C", "C", "N", "S", "H", "H", "H", "H", "H"],
  "positions_angstrom": [[-1.791, -1.347, -1.816], [0.536, -0.067, 1.171], [0.267, 0.742, 0.004], [-1.340, -2.173, -2.434], [1.088, 2.035, -0.461], [-0.562, -0.022, 1.515], [0.609, -1.062, 0.747], [1.317, 0.306, 1.929], [-2.224, -0.679, -1.217], [2.100, 2.268, 0.562]],
  "charge": 0,
  "multiplicity": 1,
  "gap_ev": 9.0,
  "molar_mass_g_mol": 87.1
}

***

Computed stability ranking, most favorable first: 1, 2

***

1:
{
  "formula": "C3H5NS",
  "method": "ωB97M-V/def2-TZVPD",
  "elements": ["C", "N", "C", "C", "S", "H", "H", "H", "H", "H"],
  "positions_angstrom": [[-1.688, -1.354, -0.017], [-0.442, -1.485, -0.025], [0.520, -0.426, 0.015], [0.066, 1.088, -0.071], [-1.895, 0.572, 0.040], [-2.321, -2.126, -0.057], [0.791, -0.396, 1.148], [1.260, -0.616, -0.720], [-0.002, 1.742, -1.024], [0.400, 1.615, 0.887]],
  "charge": 0,
  "multiplicity": 1,
  "gap_ev": 9.6,
  "smiles": "C1=NCCS1",
  "molar_mass_g_mol": 87.1
}

***

2:
{
  "formula": "C3H5NS",
  "method": "ωB97M-V/def2-TZVPD",
  "elements": ["S", "C", "C", "N", "C", "H", "H", "H", "H", "H"],
  "positions_angstrom": [[1.263, -0.004, 1.294], [0.077, 0.063, 0.116], [-1.303, 0.560, 0.003], [-1.315, -0.025, -1.437], [0.075, -0.610, -1.154], [-2.121, 0.101, 0.738], [-1.528, 1.698, -0.026], [-1.527, 0.731, -2.058], [1.110, -0.630, -1.898], [-0.029, -1.738, -1.182]],
  "charge": 0,
  "multiplicity": 1,
  "gap_ev": 8.2,
  "smiles": "S=C1CNC1",
  "molar_mass_g_mol": 87.1
}

***

3:
{
  "formula": "C3H5NS",
  "method": "ωB97M-V/def2-TZVPD",
  "elements": ["C", "C", "C", "N", "S", "H", "H", "H", "H", "H"],
  "positions_angstrom": [[1.279, -0.227, 1.679], [-0.273, 0.217, -0.174], [-0.665, -0.206, -1.506], [0.583, -0.086, 0.628], [-1.714, 1.810, 0.655], [2.212, 0.301, 1.782], [0.950, -0.898, 2.454], [-0.765, 0.668, -2.146], [0.045, -0.914, -1.935], [-1.651, -0.666, -1.437]],
  "charge": 0,
  "multiplicity": 1,
  "gap_ev": 6.6,
  "molar_mass_g_mol": 87.1
}

***

Computed stability ranking, most favorable first: 1, 2, 3

***

1:
{
  "formula": "C6H10N",
  "method": "ωB97M-V/def2-TZVPD",
  "elements": ["C", "C", "C", "C", "C", "C", "N", "H", "H", "H", "H", "H", "H", "H", "H", "H", "H"],
  "positions_angstrom": [[-4.486, 0.361, 0.125], [-3.372, 0.536, -0.265], [0.281, 0.341, -0.265], [2.456, 1.206, 0.641], [-0.807, -1.870, -0.396], [1.849, 0.196, -0.305], [-0.643, -0.444, -0.362], [-5.305, 0.684, 0.786], [0.244, 1.482, -0.142], [2.137, 1.007, 1.719], [3.593, 1.128, 0.697], [2.263, 2.209, 0.256], [-1.176, -2.000, 0.648], [0.231, -2.406, -0.454], [-1.517, -2.110, -1.214], [2.004, 0.548, -1.274], [2.246, -0.868, -0.194]],
  "charge": 1,
  "multiplicity": 1,
  "gap_ev": [7.1, 7.8],
  "molar_mass_g_mol": 96.2
}

***

2:
{
  "formula": "C6H10N",
  "method": "ωB97M-V/def2-TZVPD",
  "elements": ["C", "C", "C", "C", "C", "C", "N", "H", "H", "H", "H", "H", "H", "H", "H", "H", "H"],
  "positions_angstrom": [[0.102, -0.377, 1.928], [0.587, -0.659, 0.818], [-2.195, 0.053, 1.303], [-2.423, -0.529, 0.139], [1.708, -0.025, -1.254], [0.874, -0.853, -0.491], [2.075, 1.230, -0.703], [0.127, -0.381, 3.073], [-2.928, 0.251, 2.067], [-1.110, 0.156, 1.828], [-3.406, -0.140, -0.266], [2.655, -0.664, -1.283], [1.261, 0.082, -2.221], [0.383, -1.724, -0.712], [1.310, 1.812, -0.358], [2.741, 1.836, -1.225], [-1.650, -0.902, -0.556]],
  "charge": 1,
  "multiplicity": 1,
  "gap_ev": [7.2, 7.2],
  "molar_mass_g_mol": 96.2
}

***

3:
{
  "formula": "C6H10N",
  "method": "ωB97M-V/def2-TZVPD",
  "elements": ["C", "C", "C", "C", "C", "C", "N", "H", "H", "H", "H", "H", "H", "H", "H", "H", "H"],
  "positions_angstrom": [[-0.913, -1.675, -2.322], [-0.322, -0.616, -1.720], [1.174, 0.585, 0.151], [-0.082, -0.325, -0.332], [-1.096, -0.551, 0.604], [1.030, 1.762, 2.351], [1.385, 0.930, 1.520], [-1.074, -1.734, -3.320], [0.073, 0.111, -2.430], [2.136, 0.024, -0.243], [1.220, 1.491, -0.505], [-1.379, 0.341, 1.050], [-0.765, -1.171, 1.471], [-1.820, -1.132, 0.050], [0.521, 2.647, 1.964], [-1.393, -2.320, -1.694], [1.304, 1.632, 3.406]],
  "charge": 1,
  "multiplicity": 1,
  "gap_ev": 6.3,
  "molar_mass_g_mol": 96.2
}

***

4:
{
  "formula": "C6H10N",
  "method": "ωB97M-V/def2-TZVPD",
  "elements": ["C", "C", "C", "C", "N", "C", "C", "H", "H", "H", "H", "H", "H", "H", "H", "H", "H"],
  "positions_angstrom": [[-2.939, 0.073, 0.019], [-1.683, 0.449, 0.010], [-0.602, -0.522, -0.075], [0.146, -1.593, -0.156], [0.869, -0.286, -0.030], [1.377, 0.497, -1.150], [1.443, 0.111, 1.189], [-3.040, -1.078, 0.082], [-3.763, 0.662, 0.126], [-1.317, 1.477, 0.287], [0.282, -2.555, -0.459], [0.948, 1.615, -1.192], [2.519, 0.351, -1.157], [1.015, 0.120, -2.075], [2.465, 0.262, 1.093], [0.975, 1.079, 1.469], [1.306, -0.662, 2.019]],
  "charge": 1,
  "multiplicity": 1,
  "gap_ev": 10.0,
  "smiles": "C=CC1=C[N+]1(C)C",
  "molar_mass_g_mol": 96.2
}

***

Computed stability ranking, most favorable first: 4, 3, 2, 1

***

1:
{
  "formula": "C6H10N",
  "method": "ωB97M-V/def2-TZVPD",
  "elements": ["C", "C", "C", "N", "C", "C", "C", "H", "H", "H", "H", "H", "H", "H", "H", "H", "H"],
  "positions_angstrom": [[-2.338, -0.601, -0.105], [-1.046, -0.498, 0.135], [0.079, -1.508, -0.149], [1.060, -0.424, -0.074], [2.288, -0.391, -0.028], [-0.119, 0.574, 0.529], [-0.093, 1.887, -0.213], [-2.951, 0.211, 0.305], [-2.697, -1.552, -0.477], [0.347, -2.121, 0.763], [-0.116, -2.085, -1.081], [2.889, 0.421, 0.294], [2.855, -1.222, -0.518], [0.030, 0.692, 1.639], [0.495, 1.713, -1.067], [0.317, 2.566, 0.494], [-0.999, 2.336, -0.448]],
  "charge": 1,
  "multiplicity": 1,
  "gap_ev": 9.5,
  "smiles": "C=C1C[N+](=C)[C@H]1C",
  "molar_mass_g_mol": 96.2
}

***

2:
{
  "formula": "C6H10N",
  "method": "ωB97M-V/def2-TZVPD",
  "elements": ["C", "C", "C", "N", "C", "C", "C", "H", "H", "H", "H", "H", "H", "H", "H", "H", "H"],
  "positions_angstrom": [[-3.563, -0.053, 0.118], [-2.122, 0.014, -0.095], [-0.918, -0.616, 0.001], [0.330, -0.675, 0.127], [1.531, -0.277, 0.116], [1.723, 1.235, -0.197], [2.729, -1.142, 0.150], [-4.097, 0.508, -0.709], [-3.833, 0.646, 0.959], [-3.940, -1.010, 0.298], [-2.168, 1.046, -0.276], [1.643, 1.237, -1.353], [2.734, 1.439, 0.221], [0.855, 1.853, 0.122], [2.541, -2.101, -0.536], [2.968, -1.550, 1.128], [3.585, -0.554, -0.074]],
  "charge": 1,
  "multiplicity": 1,
  "gap_ev": 9.0,
  "smiles": "CC=C=[N+]=C(C)C",
  "molar_mass_g_mol": 96.2
}

***

Computed stability ranking, most favorable first: 1, 2

***

1:
{
  "formula": "C6H10N",
  "method": "ωB97M-V/def2-TZVPD",
  "elements": ["C", "C", "C", "C", "C", "C", "N", "H", "H", "H", "H", "H", "H", "H", "H", "H", "H"],
  "positions_angstrom": [[-0.218, -3.191, -1.178], [-0.282, -2.485, -0.106], [1.539, 0.944, 0.202], [0.854, 2.250, -0.074], [-1.082, 0.309, -0.372], [0.030, 1.029, 0.064], [-1.004, 0.786, 1.082], [0.501, -4.097, -1.120], [-0.607, -3.042, -2.225], [-0.328, -2.668, 0.912], [1.893, 0.408, -0.614], [2.038, 0.676, 1.122], [0.583, 2.888, 0.694], [1.212, 2.812, -0.903], [-1.792, 0.571, -1.113], [-1.661, 1.499, 1.543], [-0.928, 0.008, 1.746]],
  "charge": 1,
  "multiplicity": 1,
  "gap_ev": [9.5, 7.1],
  "molar_mass_g_mol": 96.2
}

***

2:
{
  "formula": "C6H10N",
  "method": "ωB97M-V/def2-TZVPD",
  "elements": ["C", "C", "C", "C", "C", "C", "N", "H", "H", "H", "H", "H", "H", "H", "H", "H", "H"],
  "positions_angstrom": [[0.343, 2.326, 0.208], [-0.351, 1.155, 0.477], [0.539, 1.485, -1.002], [0.456, 0.246, -0.357], [-2.178, 0.285, 0.544], [1.797, -1.635, 0.247], [0.418, -1.179, -0.277], [0.005, 3.251, 0.376], [0.099, 1.697, -1.918], [-3.040, 0.954, 0.416], [-2.278, -0.414, 1.322], [-1.904, -0.099, -0.390], [2.445, -1.533, -0.583], [1.982, -1.021, 1.019], [1.654, -2.632, 0.589], [-0.287, -1.193, 0.496], [0.301, -1.692, -1.167]],
  "charge": 1,
  "multiplicity": 1,
  "gap_ev": 7.5,
  "molar_mass_g_mol": 96.2
}

***

3:
{
  "formula": "C6H10N",
  "method": "ωB97M-V/def2-TZVPD",
  "elements": ["C", "C", "C", "C", "C", "C", "N", "H", "H", "H", "H", "H", "H", "H", "H", "H", "H"],
  "positions_angstrom": [[-1.167, 1.282, -0.509], [-1.735, 0.266, -0.030], [1.287, 1.223, 0.835], [0.448, 1.001, -0.403], [-2.243, -1.046, 0.056], [1.651, -1.126, -0.190], [0.776, -0.087, 0.310], [-1.395, 2.302, -0.691], [2.326, 1.462, 0.593], [0.665, 1.554, 1.726], [1.060, 1.468, -1.193], [-3.140, -1.192, 0.794], [-1.432, -1.701, 0.508], [-2.620, -1.321, -0.914], [2.724, -0.864, -0.151], [1.518, -1.937, 0.474], [1.279, -1.285, -1.215]],
  "charge": 1,
  "multiplicity": 1,
  "gap_ev": 7.7,
  "molar_mass_g_mol": 96.2
}

***

4:
{
  "formula": "C6H10N",
  "method": "ωB97M-V/def2-TZVPD",
  "elements": ["C", "N", "C", "C", "C", "C", "C", "H", "H", "H", "H", "H", "H", "H", "H", "H", "H"],
  "positions_angstrom": [[-0.146, -1.336, -1.788], [-0.144, -0.874, -0.409], [0.183, -1.865, 0.593], [-0.353, 0.385, -0.059], [-0.414, 1.223, 1.135], [0.694, 2.304, 0.921], [-0.381, 2.112, -0.061], [-1.183, -1.662, -1.994], [-0.009, -0.505, -2.464], [0.511, -2.171, -1.946], [1.302, -1.778, 0.672], [-0.194, -1.596, 1.583], [-0.256, -2.897, 0.103], [-0.879, 1.075, 2.088], [0.608, 3.061, 1.669], [1.785, 1.990, 0.688], [-1.123, 2.536, -0.732]],
  "charge": 1,
  "multiplicity": 1,
  "gap_ev": 10.6,
  "smiles": "C[N+](C)=C1[C@H]2C[C@@H]12",
  "molar_mass_g_mol": 96.2
}

***

Computed stability ranking, most favorable first: 4, 3, 1, 2